C4H10HgO2 | the ωB97M-V functional and the def2-TZVPD basis

For the HOMO-LUMO gap (alpha / beta), the calculation gives 6.89 / 8.72 eV. The energy above the lowest of the compared OMol25 structures with the same formula, charge and spin comes out at 0.0000 eV. The value obtained for the maximum force is 6.8 eV/Å. The charge is +1. For the total energy, the calculation gives -461.82411 a.u. Its multiplicity is 2.

Structure (XYZ):
```
17
Properties=species:S:1:pos:R:3:forces:R:3
H 1.78217 0.06695 4.92902 0.0 -0.1 -0.1
C 0.53483 -2.17738 1.39277 0.2 -0.9 -0.6
O 0.74875 -1.13918 2.34089 0.8 -2.7 1.2
C 1.02836 -1.55267 3.67678 -1.1 -4.6 1.5
C 2.14413 -0.76493 4.31118 -0.6 0.9 1.0
H 0.03875 -1.75034 0.51503 0.2 -0.1 0.2
H 1.51886 -2.59149 1.13477 -0.4 0.1 -0.1
H -0.09187 -2.98234 1.80042 0.1 0.3 0.0
H 1.34782 -2.60673 3.64565 0.6 0.4 -0.8
H 2.79941 -0.30227 3.55996 -0.1 -0.5 0.1
H 2.69767 -1.42118 4.99451 0.1 0.2 -0.4
H -0.04058 -1.97906 4.37978 3.4 1.7 -2.1
C -1.54053 -0.72002 4.38156 1.8 5.7 2.4
O -0.68468 0.13383 3.95467 -4.8 -3.2 3.5
Hg 0.06010 0.76150 2.17457 0.0 4.9 -3.7
H -2.58900 -0.39330 4.42922 -0.3 -0.8 -1.4
H -1.23413 -1.19286 5.32743 0.0 -1.1 -0.7
```
Forces are in eV/Å.

---

C4H10I2N | the ωB97M-V functional and the def2-TZVPD basis

For the HOMO-LUMO gap, the calculation gives 7.38 eV. The energy above the lowest of the compared OMol25 structures with the same formula, charge and spin comes out at 0.5915 eV. The value obtained for the maximum force is 1.0 eV/Å. The charge is +1. For the total energy, the calculation gives -808.23790 a.u. Its multiplicity is 1.

Structure (XYZ):
```
17
Properties=species:S:1:pos:R:3:forces:R:3
C -0.31635 -1.77408 1.12149 0.0 -0.1 0.3
C -0.12759 -1.08721 -1.30962 0.0 0.1 -0.2
C 0.66987 0.32620 0.62934 0.1 0.9 -0.4
C -0.32606 -0.60407 0.10950 -0.6 0.2 -0.1
N 0.14497 2.62827 -0.29376 0.2 -0.8 0.3
I 2.61405 0.35729 0.00470 -0.4 -0.1 0.2
I -2.31703 0.36486 0.31085 0.6 -0.4 0.0
H -0.44214 -1.43156 2.14868 0.0 0.0 0.0
H -1.13972 -2.44724 0.87967 0.1 0.1 0.0
H 0.62250 -2.32286 1.04506 0.0 0.0 -0.1
H -0.06694 -0.24850 -2.00148 0.0 0.0 0.0
H 0.79079 -1.66949 -1.38482 0.1 0.0 0.0
H -0.95117 -1.72711 -1.61656 0.0 0.0 0.1
H 0.48241 0.81241 1.57914 0.0 0.0 0.0
H 0.61368 3.25869 0.34697 0.0 0.1 -0.1
H 0.58471 2.68820 -1.20435 0.0 0.1 0.0
H -0.83599 2.87622 -0.36483 0.1 0.0 0.0
```
Forces are in eV/Å.